(1)
Here is a molecular structure, C15H29ClGeIrN3O7 in a non-equilibrium geometry from the OMol25 dataset. Energies are from wB97M-V/def2-TZVPD.

XYZ file:
```
57
Properties=species:S:1:pos:R:3:mulliken_spin:R:1
Ir -0.47 0.11 0.69 -0.01
N 3.01 -0.71 -0.59 0.30
C 3.14 0.73 -0.82 0.01
C 2.46 1.59 0.23 0.01
N 0.96 1.62 0.28 0.01
C 0.42 2.32 -0.93 0.00
C -0.11 1.30 -1.92 0.00
N -1.09 0.44 -1.20 0.00
H 3.06 -1.30 -1.42 0.00
H 1.11 -1.51 0.62 0.03
H 4.21 0.96 -0.76 0.00
H 2.80 0.97 -1.82 0.01
H 2.84 1.34 1.22 -0.01
H 2.76 2.62 0.01 0.00
H 0.78 2.20 1.10 0.00
H -0.41 2.97 -0.63 0.00
H 1.19 2.95 -1.37 0.00
H -0.59 1.79 -2.77 0.00
H 0.69 0.66 -2.31 0.00
H -2.00 0.90 -1.14 0.00
H -1.28 -0.45 -1.67 0.00
O -3.53 -3.46 1.78 0.00
C -2.19 -3.55 2.02 0.00
C -1.83 -3.97 3.35 -0.01
C -0.57 -3.74 4.01 0.00
C 0.13 -2.92 3.25 0.01
C 0.04 -3.32 0.73 0.01
C -1.45 -3.21 0.90 -0.01
C -1.96 -2.21 -0.13 0.00
O -1.92 -2.45 -1.32 0.00
O -2.23 -1.04 0.40 0.00
H -4.05 -3.70 2.56 0.00
H -2.66 -4.30 3.97 0.00
H -0.36 -4.06 5.02 0.00
H 0.46 -0.44 3.32 0.00
H -0.41 -1.74 1.77 0.00
C -0.45 1.91 4.47 0.00
Ge -1.95 1.36 3.33 0.00
C -3.37 2.66 3.69 0.00
C -2.69 -0.42 3.70 0.00
C -1.62 1.63 1.40 0.00
H -0.85 2.11 5.46 0.00
H -0.01 2.83 4.08 0.00
H 0.35 1.18 4.59 0.00
H -3.70 2.58 4.73 0.00
H -4.23 2.49 3.05 0.00
H -3.00 3.68 3.53 0.00
H -3.36 -0.33 4.55 0.00
H -1.93 -1.16 3.95 0.00
H -3.23 -0.77 2.82 0.00
H -1.23 2.64 1.23 0.00
H -2.62 1.57 0.95 0.00
O 1.07 -0.57 2.54 0.01
Cl 0.84 -2.20 1.91 -0.02
O 3.75 -1.14 0.36 0.64
O 2.21 -2.76 1.91 0.01
O 0.47 -4.09 -0.05 0.00
```

Calculated values
Total charge: +1
Energy relative to the best compared isomer or geometry (same formula, charge and spin): 339.5 kcal/mol
E_LUMO (alpha / beta): -4.84 / -4.88 eV
Spin multiplicity: 2



(2)
Here is a molecular structure, C29H39GeO6Ti in a non-equilibrium geometry from the OMol25 dataset. Energies are from wB97M-V/def2-TZVPD.

XYZ file:
```
76
Properties=species:S:1:pos:R:3:mulliken_spin:R:1
Ti -1.08 -0.37 1.15 1.04
C 0.68 -0.78 3.51 0.01
C -0.52 -1.33 4.23 0.00
O -1.61 -1.20 3.30 0.00
C -2.88 -1.63 3.82 0.00
C -3.83 -1.70 2.64 0.00
O -3.57 -0.63 1.72 0.01
C -4.05 0.66 2.14 0.01
C -2.93 1.53 2.68 0.01
O -1.78 1.53 1.79 -0.01
C -1.91 2.35 0.58 0.02
C -2.47 1.57 -0.62 0.01
O -2.09 0.17 -0.42 -0.05
C -2.20 -0.85 -1.46 0.00
C -2.02 -2.20 -0.76 0.02
O -0.81 -2.07 0.07 -0.04
C -0.42 -3.12 1.02 0.03
C 0.79 -2.57 1.78 0.00
O 0.60 -1.17 2.12 0.00
H 1.63 -1.11 3.94 0.01
H 0.67 0.31 3.50 -0.01
H -0.72 -0.76 5.14 0.00
H -0.41 -2.38 4.50 0.00
H -3.21 -0.93 4.58 0.00
H -2.78 -2.62 4.28 0.00
H -4.87 -1.68 2.97 0.00
H -3.67 -2.62 2.07 0.00
H -4.82 0.55 2.90 0.00
H -4.52 1.11 1.26 0.00
H -2.56 1.18 3.64 -0.01
H -3.27 2.56 2.80 0.00
H -0.90 2.68 0.35 0.00
H -2.52 3.22 0.79 0.01
H -2.03 1.95 -1.54 0.00
H -3.56 1.61 -0.68 0.00
H -3.19 -0.80 -1.92 0.00
H -1.43 -0.67 -2.20 -0.01
H -1.90 -3.00 -1.48 0.01
H -2.87 -2.41 -0.11 0.00
H -0.14 -4.03 0.50 0.01
H -1.27 -3.32 1.68 0.00
H 1.68 -2.62 1.15 0.00
H 0.97 -3.16 2.68 0.00
C 2.17 1.40 1.09 -0.01
Ge 1.07 0.52 -0.28 0.00
C 0.60 1.90 -1.59 0.00
C 0.27 1.52 -2.90 -0.01
C -0.09 2.46 -3.86 0.00
C -0.12 3.81 -3.53 -0.01
C 0.23 4.22 -2.25 0.00
C 0.60 3.27 -1.30 -0.02
C 2.19 -0.70 -1.36 -0.01
C 1.90 -2.03 -1.50 0.01
C 2.66 -2.90 -2.32 0.00
C 3.72 -2.41 -3.02 0.00
C 4.07 -1.04 -2.93 0.00
C 5.17 -0.54 -3.67 0.00
C 5.52 0.77 -3.59 0.00
C 4.78 1.65 -2.77 0.00
C 3.71 1.19 -2.05 0.00
C 3.31 -0.17 -2.10 0.01
H 2.81 2.17 0.66 0.00
H 2.81 0.67 1.58 0.00
H 1.55 1.89 1.86 0.00
H 0.34 0.48 -3.20 0.00
H -0.32 2.15 -4.87 0.00
H -0.40 4.55 -4.27 0.00
H 0.25 5.27 -2.00 0.00
H 0.91 3.61 -0.31 0.00
H 1.04 -2.46 -1.01 0.00
H 2.40 -3.95 -2.39 0.00
H 4.31 -3.06 -3.65 0.00
H 5.73 -1.22 -4.29 0.00
H 6.36 1.15 -4.16 0.00
H 5.06 2.69 -2.70 0.00
H 3.17 1.89 -1.43 0.00
```

Calculated values
Total charge: +2
Energy relative to the best compared isomer or geometry (same formula, charge and spin): 16.9 kcal/mol
E_LUMO (alpha / beta): -5.49 / -5.13 eV
Spin multiplicity: 2



(3)
Here is 2 unconnected molecules or ions with the total composition C3H11N2O2 in a non-equilibrium geometry from the OMol25 dataset. Energies are from wB97M-V/def2-TZVPD.

XYZ file:
```
18
Properties=species:S:1:pos:R:3:lowdin_charge:R:1
N 1.09 -1.62 -0.82 0.24
C 1.04 -0.10 -0.55 -0.23
C 0.42 0.80 -1.62 -0.02
C 0.24 0.10 0.70 -0.53
N 0.13 1.32 1.31 0.21
O -0.23 -0.87 1.29 0.04
H 0.41 -2.11 -0.20 0.16
H 2.01 -2.00 -0.57 0.18
H 0.82 -1.69 -1.82 0.18
H 2.11 0.11 -0.49 0.16
H -0.66 0.72 -1.54 0.08
H 0.87 0.51 -2.58 0.10
H 0.79 1.86 -1.57 0.12
H -0.51 1.38 2.08 0.13
H 0.56 2.16 0.97 0.12
H -2.32 -0.54 -0.22 0.06
H -2.79 0.33 0.85 0.07
O -2.27 0.39 0.04 -0.05
```

Calculated values
Total charge: +1
Energy relative to the best compared isomer or geometry (same formula, charge and spin): 35.7 kcal/mol
E_LUMO: -3.56 eV



(4)
Here is 2 unconnected molecules or ions with the total composition C6H13NO in a non-equilibrium geometry from the OMol25 dataset. Energies are from wB97M-V/def2-TZVPD.

XYZ file:
```
21
Properties=species:S:1:pos:R:3:lowdin_charge:R:1
C 2.17 -3.52 -1.74 -0.08
N 2.16 -2.27 -1.77 -0.06
C 1.01 -1.55 -1.36 -0.17
C 1.23 -0.55 -0.44 -0.10
C 0.36 0.48 0.22 -0.23
C -0.19 1.68 -0.61 -0.27
C -1.02 2.64 0.27 -0.12
H 1.32 -4.15 -1.31 0.09
H 3.14 -3.97 -2.08 0.08
H 0.00 -1.84 -1.73 0.12
H 2.34 -0.42 -0.19 0.12
H 0.98 0.81 0.97 0.07
H -0.68 0.10 0.68 0.15
H -0.83 1.33 -1.45 0.11
H 0.68 2.15 -0.89 0.07
H -0.52 3.64 0.49 0.08
H -1.89 3.11 -0.25 0.07
H -1.15 2.00 1.20 0.07
O -3.03 0.04 2.96 -0.04
H -3.14 -0.60 3.67 0.04
H -2.97 0.88 3.37 0.00
```

Calculated values
SMILES string: C=N/C=C/CCC.O
Total charge: 0
Energy relative to the best compared isomer or geometry (same formula, charge and spin): 82.7 kcal/mol
E_LUMO: 0.85 eV



(5)
Here is a molecular structure, C42H56HfN9O2PS from the OMol25 dataset. Energies are from wB97M-V/def2-TZVPD.

XYZ file:
```
112
Properties=species:S:1:pos:R:3:lowdin_charge:R:1
Hf 0.16 0.74 0.45 1.64
N -3.87 -0.08 1.96 0.12
C -2.88 0.50 1.28 -0.81
S -1.66 1.38 2.20 0.73
N -2.91 0.43 -0.02 0.01
N -1.81 0.98 -0.63 -0.11
C -2.00 1.66 -1.71 -0.17
C -3.31 1.83 -2.36 -0.17
C -3.75 3.11 -2.72 -0.03
C -4.97 3.28 -3.35 -0.05
C -5.76 2.18 -3.65 -0.05
C -5.34 0.91 -3.29 -0.05
C -4.13 0.73 -2.64 -0.03
C -0.80 2.36 -2.22 -0.22
C -0.73 2.93 -3.48 0.02
C 0.38 3.68 -3.83 0.00
C 1.40 3.84 -2.91 -0.01
C 1.30 3.17 -1.71 -0.15
N 0.24 2.44 -1.36 0.02
H -3.96 0.07 2.95 0.10
H -4.64 -0.49 1.45 0.12
H -3.15 3.98 -2.48 0.12
H -5.30 4.28 -3.61 0.11
H -6.71 2.32 -4.15 0.12
H -5.96 0.05 -3.51 0.11
H -3.81 -0.26 -2.34 0.10
H -1.55 2.78 -4.17 0.13
H 0.43 4.15 -4.81 0.13
H 2.27 4.44 -3.13 0.13
H 2.10 3.21 -0.99 0.10
C 1.50 3.60 1.70 -0.17
N 1.59 2.12 1.50 -0.13
C 2.67 1.57 2.10 -0.16
C 2.89 0.23 2.13 -0.32
C 3.80 -0.53 2.97 -0.02
C 3.46 -1.73 3.47 -0.03
C 2.09 -2.31 3.24 -0.17
N 1.73 -0.52 1.67 -0.02
C 0.14 4.15 2.02 -0.28
C -0.70 4.64 1.02 -0.07
C -1.96 5.13 1.33 -0.07
C -2.39 5.16 2.64 -0.07
C -1.55 4.70 3.65 -0.08
C -0.29 4.20 3.34 -0.08
H 1.89 4.12 0.82 0.10
H 2.16 3.85 2.53 0.11
H 3.40 2.22 2.58 0.15
H 4.78 -0.12 3.20 0.13
H 4.18 -2.32 4.04 0.12
H 2.10 -3.07 2.45 0.16
H -0.35 4.65 -0.01 0.10
H -2.60 5.51 0.54 0.11
H -3.37 5.55 2.89 0.11
H -1.87 4.74 4.69 0.11
H 0.36 3.85 4.13 0.12
O -0.77 -2.64 3.00 0.05
C -0.23 -1.73 2.36 -0.57
O -0.67 -1.18 1.29 -0.22
C 1.11 -1.19 2.85 -0.31
N 1.49 -3.01 4.43 0.11
C 1.36 -2.13 5.64 -0.09
C 0.39 -1.01 5.30 -0.12
C 0.88 -0.25 4.06 -0.09
H 2.03 -1.26 1.03 0.11
H 2.00 -3.86 4.65 0.19
H 0.53 -3.23 4.09 0.15
H 2.35 -1.73 5.87 0.13
H 1.02 -2.73 6.47 0.14
H 0.34 -0.32 6.14 0.14
H -0.61 -1.41 5.14 0.12
H 1.82 0.24 4.31 0.12
H 0.17 0.52 3.79 0.06
C -0.51 -3.46 -3.97 -0.10
C 0.05 -2.25 -3.21 -0.52
C -0.82 -1.04 -3.57 -0.13
P 0.28 -2.37 -1.34 1.10
C -1.01 -3.66 -0.92 -0.54
C -0.76 -4.46 0.37 -0.09
C -2.40 -3.03 -0.89 -0.10
C 1.85 -3.38 -1.16 -0.55
C 1.89 -4.69 -1.96 -0.10
C 3.14 -2.60 -1.42 -0.12
H -0.47 -3.25 -5.04 0.09
H -1.56 -3.63 -3.71 0.08
H 0.04 -4.38 -3.79 0.06
H 1.07 -2.07 -3.59 0.09
H -1.86 -1.22 -3.31 0.06
H -0.78 -0.84 -4.65 0.10
H -0.51 -0.14 -3.05 0.01
H -0.97 -4.37 -1.74 0.08
H -0.93 -3.85 1.26 0.05
H 0.24 -4.90 0.41 0.06
H -1.48 -5.28 0.40 0.10
H -2.48 -2.28 -0.11 0.05
H -3.15 -3.81 -0.70 0.09
H -2.66 -2.56 -1.85 0.05
H 1.85 -3.65 -0.09 0.07
H 2.05 -4.48 -3.02 0.08
H 0.99 -5.29 -1.85 0.07
H 2.73 -5.29 -1.62 0.09
H 3.15 -2.17 -2.43 0.07
H 3.99 -3.27 -1.34 0.09
H 3.29 -1.78 -0.71 0.04
N 3.43 0.84 -0.78 0.00
C 4.24 0.98 -1.84 -0.05
C 3.48 0.71 -2.96 -0.03
C 2.22 0.40 -2.46 -0.18
N 2.18 0.47 -1.13 -0.07
H 3.67 0.88 0.20 0.11
H 5.28 1.24 -1.72 0.14
H 3.80 0.72 -3.99 0.12
H 1.34 0.12 -3.02 0.09
```

Calculated values
Total charge: +2
Energy relative to the best compared isomer or geometry (same formula, charge and spin): 25.5 kcal/mol
E_LUMO: -5.85 eV



(6)
Here is C2H5N3OS in the gas phase in a non-equilibrium geometry from the OMol25 dataset. Energies are from wB97M-V/def2-TZVPD.

XYZ file:
```
12
Properties=species:S:1:pos:R:3:lowdin_charge:R:1
C 0.15 -1.34 -1.56 -0.17
N -0.40 -0.67 -0.40 0.05
N 0.77 -0.05 0.59 -0.56
S 2.35 -0.19 0.60 0.73
C 0.08 1.05 1.42 -0.64
N -1.10 1.34 0.94 0.17
O 0.74 1.55 2.28 0.05
H -0.25 -2.29 -1.62 0.05
H 1.24 -1.24 -1.58 0.03
H -0.25 -0.91 -2.50 0.09
H -1.59 0.69 0.46 0.03
H -1.76 2.05 1.37 0.17
```

Calculated values
SMILES string: C/N=[N+](\[S-])C(N)=O
Total charge: 0
Energy relative to the best compared isomer or geometry (same formula, charge and spin): 104.7 kcal/mol
E_LUMO (alpha / beta): -0.98 / -0.76 eV



(7)
Here is a molecular structure, C33H35GeN3OPRuS2Se2 from the OMol25 dataset. Energies are from wB97M-V/def2-TZVPD.

XYZ file:
```
79
Properties=species:S:1:pos:R:3:mulliken_spin:R:1
Ru 0.27 0.05 -0.16 0.14
Se -0.59 -1.94 1.25 0.02
P -2.50 -1.17 0.62 0.01
Se -2.13 0.83 -0.11 0.00
C -3.75 -1.21 1.94 0.00
C -4.66 -0.17 2.09 0.00
C -5.62 -0.23 3.09 0.00
C -5.66 -1.31 3.95 0.00
C -4.74 -2.34 3.82 0.00
C -3.78 -2.29 2.82 0.00
C -3.24 -2.24 -0.67 0.00
C -3.09 -3.62 -0.60 0.00
C -3.63 -4.43 -1.58 0.00
C -4.34 -3.87 -2.64 0.00
C -4.50 -2.49 -2.71 0.00
C -3.95 -1.68 -1.72 0.00
H -4.61 0.68 1.42 0.00
H -6.33 0.58 3.20 0.00
H -6.40 -1.35 4.74 0.00
H -4.75 -3.18 4.51 0.00
H -3.04 -3.08 2.73 0.00
H -2.51 -4.05 0.21 0.00
H -3.50 -5.50 -1.52 0.00
H -4.76 -4.50 -3.41 0.00
H -5.04 -2.05 -3.53 0.00
H -4.05 -0.60 -1.79 0.00
N 0.71 2.25 -3.70 0.00
C 1.05 3.34 -2.91 0.00
C 1.36 4.66 -3.22 0.00
C 1.64 5.49 -2.16 0.00
C 1.61 5.03 -0.83 0.03
C 1.31 3.72 -0.53 0.06
C 1.04 2.87 -1.59 -0.06
N 0.71 1.52 -1.60 -0.01
C 0.50 1.20 -2.85 -0.03
C 0.08 -0.14 -3.20 0.01
C -0.14 -0.72 -4.41 0.00
S -0.61 -2.34 -4.20 0.00
C -0.46 -2.16 -2.50 0.00
N -0.11 -0.97 -2.12 0.00
H 0.56 2.25 -4.69 0.00
H 1.36 5.02 -4.24 0.00
H 1.88 6.53 -2.35 0.00
H 1.82 5.73 -0.03 0.00
H 1.25 3.34 0.49 -0.07
H -0.06 -0.28 -5.40 0.00
H -0.67 -2.96 -1.81 0.00
C -1.71 2.76 2.84 0.01
Ge -0.03 1.76 3.05 0.00
C 1.25 3.03 3.88 0.01
C -0.39 0.38 4.40 0.06
C 0.81 1.07 1.46 0.91
H -1.89 3.34 3.75 0.00
H -2.54 2.08 2.68 0.00
H -1.66 3.45 1.99 0.00
H 0.93 3.30 4.89 0.00
H 1.32 3.95 3.30 0.00
H 2.24 2.58 3.95 0.00
H -0.72 0.84 5.34 0.00
H 0.51 -0.21 4.60 0.00
H -1.17 -0.30 4.05 0.00
H 1.90 1.09 1.64 -0.08
C 4.05 1.15 -0.27 0.00
S 3.29 -0.22 -1.13 0.00
O 2.31 -0.82 -0.16 -0.01
C 4.68 -1.33 -1.10 0.00
C 4.71 -2.34 -0.16 0.00
C 5.80 -3.21 -0.15 0.00
C 6.82 -3.06 -1.08 0.00
C 6.76 -2.05 -2.03 0.00
C 5.68 -1.18 -2.05 0.00
H 4.39 0.79 0.70 0.00
H 3.28 1.92 -0.14 0.01
H 4.88 1.53 -0.87 0.00
H 3.90 -2.44 0.54 0.00
H 5.84 -4.01 0.58 0.00
H 7.66 -3.74 -1.07 0.00
H 7.56 -1.94 -2.76 0.00
H 5.62 -0.40 -2.80 0.00
```

Calculated values
Total charge: 0
Energy relative to the best compared isomer or geometry (same formula, charge and spin): 12.6 kcal/mol
E_LUMO (alpha / beta): -0.01 / 0.00 eV
Spin multiplicity: 2



(8)
Here is C5H10O4 in the gas phase in a non-equilibrium geometry from the OMol25 dataset. Energies are from wB97M-V/def2-TZVPD.

XYZ file:
```
19
Properties=species:S:1:pos:R:3:lowdin_charge:R:1
C 0.87 1.25 1.35 -0.02
C -0.15 0.25 0.86 -0.23
O 0.05 -1.16 1.44 -0.15
O 1.38 -1.63 1.21 -0.02
C -0.21 0.04 -0.66 -0.51
C -1.18 0.98 -1.35 0.00
O 1.05 0.12 -1.27 0.02
C -0.74 -1.44 -0.69 -0.18
O -0.05 -2.35 -1.09 0.06
H 0.41 2.23 1.42 0.09
H 1.27 0.98 2.33 0.09
H 1.76 1.34 0.73 0.08
H -1.14 0.46 1.26 0.16
H 1.23 -2.44 0.68 0.09
H -0.80 1.99 -1.30 0.09
H -2.16 0.94 -0.89 0.09
H -1.27 0.68 -2.40 0.10
H 1.52 -0.71 -1.09 0.10
H -1.83 -1.51 -0.56 0.15
```

Calculated values
SMILES string: C[C@H](OO)[C@@](C)(O)C=O
Total charge: 0
Energy relative to the best compared isomer or geometry (same formula, charge and spin): 97.0 kcal/mol
E_LUMO: 0.73 eV



(9)
Here is a molecular structure, C36H44N3PY in a non-equilibrium geometry from the OMol25 dataset. Energies are from wB97M-V/def2-TZVPD.

XYZ file:
```
85
Properties=species:S:1:pos:R:3:lowdin_charge:R:1
Y -0.24 0.09 -0.26 1.38
N -4.03 2.28 1.90 0.04
N -0.14 1.92 -2.09 -0.06
C -0.25 -2.60 -0.42 -0.35
C -1.60 -2.18 -0.65 -0.34
C -2.21 -1.97 0.62 -0.29
C -3.59 -1.51 0.89 -0.18
H -4.21 -1.51 -0.01 0.07
H -3.60 -0.38 1.18 -0.04
H -4.06 -2.03 1.73 0.06
C -1.25 -2.24 1.63 -0.26
C -1.47 -2.15 3.10 -0.06
H -1.40 -3.14 3.59 0.08
H -2.46 -1.74 3.32 0.07
H -0.72 -1.50 3.58 0.05
C -0.04 -2.63 1.00 -0.30
C 1.18 -3.09 1.70 -0.07
H 1.45 -2.41 2.52 0.04
H 2.04 -3.14 1.02 0.06
H 1.07 -4.10 2.15 0.08
C -2.28 -2.09 -1.97 -0.07
H -2.80 -3.04 -2.20 0.08
H -1.57 -1.90 -2.80 0.05
H -3.02 -1.28 -1.99 0.06
C 0.73 -3.06 -1.45 -0.08
H 1.76 -2.77 -1.19 0.06
H 0.51 -2.63 -2.43 0.06
H 0.72 -4.16 -1.56 0.08
C -3.63 3.06 2.93 -0.21
H -4.12 2.89 3.90 0.08
C -2.64 4.07 2.82 -0.15
H -2.48 4.83 3.60 0.08
C -1.93 4.12 1.61 -0.17
H -1.21 4.91 1.40 0.08
C -2.11 3.13 0.62 -0.10
H -1.46 2.99 -0.31 0.06
C -3.08 2.04 0.95 -0.40
C -3.14 0.57 0.36 -0.14
H -3.37 1.00 -0.80 0.06
C 0.71 0.93 -2.29 -0.39
C -0.86 2.13 -3.32 -0.10
H -1.84 2.58 -3.33 0.09
C -0.09 1.54 -4.30 -0.09
H -0.06 1.77 -5.36 0.10
N 0.90 0.79 -3.62 -0.04
C 1.75 -0.24 -4.00 -0.15
C 1.29 -1.05 -5.03 -0.21
C 2.22 -2.01 -5.43 -0.01
H 2.00 -2.57 -6.35 0.11
C 3.41 -2.19 -4.70 -0.28
C 4.43 -3.17 -5.22 -0.08
H 4.99 -3.65 -4.38 0.08
H 5.16 -2.65 -5.89 0.08
H 3.90 -3.95 -5.81 0.08
C 3.70 -1.46 -3.53 -0.01
H 4.63 -1.60 -2.95 0.12
C 2.82 -0.48 -3.11 -0.19
C 3.06 0.26 -1.83 -0.10
H 2.59 1.24 -1.75 0.05
H 4.14 0.43 -1.74 0.07
H 2.79 -0.32 -0.94 0.06
C -0.06 -0.91 -5.62 -0.04
H -0.25 0.06 -6.07 0.05
H -0.90 -1.12 -4.95 0.09
H -0.10 -1.62 -6.44 0.08
C 1.57 2.48 1.69 -0.28
P 0.80 1.00 2.45 0.88
C 2.26 0.19 3.24 -0.28
C 0.06 1.78 3.94 -0.37
C -1.19 1.30 4.38 -0.09
C -1.81 1.89 5.48 -0.09
C -1.19 2.93 6.18 -0.09
C 0.08 3.36 5.79 -0.09
C 0.72 2.78 4.69 -0.10
H 2.04 2.17 0.74 0.03
H 2.34 2.92 2.34 0.03
H 0.78 3.21 1.48 0.03
H 3.05 0.91 3.51 0.04
H 1.96 -0.36 4.14 0.05
H 2.66 -0.53 2.50 0.02
H -1.66 0.47 3.85 0.09
H -2.79 1.52 5.79 0.11
H -1.69 3.39 7.03 0.10
H 0.59 4.15 6.35 0.10
H 1.73 3.09 4.42 0.09
```

Calculated values
Total charge: -1
E_LUMO: 2.41 eV